[1]
{"formula": "C13H16Cl12N3O", "method": "wB97M-V/def2-TZVPD", "fmax_ev_per_a": 6.15, "charge": 1, "gap_ev": 7.298, "species": ["N", "C", "N", "N", "C", "C", "O", "C", "C", "C", "C", "C", "C", "H", "H", "H", "H", "H", "H", "H", "H", "H", "H", "H", "H", "C", "Cl", "Cl", "Cl", "H", "C", "Cl", "Cl", "Cl", "H", "C", "Cl", "Cl", "Cl", "H", "C", "Cl", "Cl", "Cl", "H"], "coordinates": [[0.451, 2.495, -1.210], [-0.974, 2.382, -1.538], [-1.402, 2.823, -2.899], [-1.959, 1.970, -0.720], [-1.926, 0.826, 0.245], [-0.676, -0.171, 0.098], [0.186, -0.167, 1.061], [-0.410, -1.206, -1.092], [0.656, -0.871, -2.210], [1.027, -1.832, -3.392], [0.323, -3.249, -3.506], [-0.780, -3.636, -2.429], [-1.133, -2.626, -1.230], [0.629, 3.384, -0.678], [0.960, 2.495, -2.111], [-0.586, 3.062, -3.483], [-1.965, 2.049, -3.287], [-2.846, 2.524, -0.752], [-2.960, 0.294, 0.190], [-1.892, 1.293, 1.313], [1.206, 0.132, -2.150], [1.836, -1.540, -4.174], [0.617, -3.980, -4.359], [-1.313, -4.658, -2.513], [-1.925, -2.955, -0.464], [3.697, 3.449, 0.509], [5.108, 4.397, 0.023], [2.241, 4.462, 0.521], [3.483, 2.058, -0.565], [3.864, 3.077, 1.521], [-0.020, 2.027, 3.969], [0.615, 2.816, 2.516], [1.064, 2.291, 5.340], [-1.648, 2.618, 4.337], [-0.079, 0.955, 3.779], [3.777, -0.855, 5.193], [5.196, -1.682, 4.534], [4.198, 0.019, 6.673], [3.087, 0.249, 3.994], [3.026, -1.606, 5.440], [-4.536, -4.610, -1.185], [-3.043, -4.132, -2.019], [-5.886, -3.578, -1.682], [-4.905, -6.312, -1.497], [-4.385, -4.484, -0.113]], "forces_ev_per_a": [[-3.795, 0.046, -1.351], [0.991, 1.633, -2.648], [1.475, -2.266, 3.589], [0.576, 0.402, -0.554], [-0.354, 0.162, 1.947], [3.646, -0.910, 3.011], [-4.281, 0.182, -4.408], [0.491, -2.730, -3.591], [-1.237, -2.473, -0.325], [-2.574, -1.396, 2.509], [-1.021, 2.693, 3.111], [4.011, 3.710, -0.342], [3.089, 1.631, -1.845], [0.005, -1.317, -0.108], [-0.123, 0.184, 0.941], [-0.786, -0.020, 0.374], [0.175, 0.867, -0.048], [0.962, -1.082, -0.506], [1.943, 0.727, -0.312], [0.257, -1.063, -1.778], [-0.863, -1.722, -0.028], [-1.644, -0.467, 1.679], [-0.677, 1.467, 1.749], [2.354, 1.908, 0.027], [1.887, 0.915, -1.240], [0.493, -0.092, -0.090], [-0.322, -0.152, 0.129], [0.237, 0.445, -0.058], [0.100, 0.045, 0.163], [-0.138, 0.078, -0.200], [0.068, -0.173, 0.339], [-0.099, -0.114, 0.210], [-0.447, 0.240, -0.075], [0.065, -0.088, -0.126], [0.056, 0.231, -0.028], [0.155, -0.090, 0.098], [-0.197, 0.066, 0.072], [-0.107, -0.094, -0.159], [0.202, -0.333, -0.185], [0.172, 0.198, -0.077], [-0.443, -0.177, -0.196], [-4.419, -1.217, 0.349], [0.079, -0.019, 0.114], [0.064, 0.204, 0.109], [-0.025, -0.036, -0.241]]}

[2]
{"formula": "C17H48N2O7", "method": "wB97M-V/def2-TZVPD", "de_lowest_ev": 6.267, "fmax_ev_per_a": 13.69, "smiles": "NC(N)=O.CC(C)O.CC(C)O.CC(C)O.CC(C)O.CC(C)O.CO", "gap_ev": 8.656, "species": ["N", "C", "N", "O", "H", "H", "H", "H", "C", "C", "C", "O", "H", "H", "H", "H", "H", "H", "H", "H", "C", "C", "C", "O", "H", "H", "H", "H", "H", "H", "H", "H", "C", "C", "C", "O", "H", "H", "H", "H", "H", "H", "H", "H", "C", "C", "C", "O", "H", "H", "H", "H", "H", "H", "H", "H", "C", "C", "C", "O", "H", "H", "H", "H", "H", "H", "H", "H", "C", "O", "H", "H", "H", "H"], "coordinates": [[0.845, 0.746, -0.112], [1.702, 0.931, -1.052], [2.869, 0.431, -0.837], [1.373, 1.679, -2.106], [-0.034, 1.137, -0.208], [1.069, 0.206, 0.741], [3.517, 0.579, -1.603], [3.028, -0.198, -0.050], [-1.896, -2.289, 1.241], [-2.118, -0.903, 0.601], [-3.352, -0.884, -0.344], [-2.140, 0.140, 1.235], [-1.865, -3.103, 0.605], [-2.595, -2.513, 2.077], [-0.945, -2.152, 1.699], [-1.278, -0.771, -0.035], [-3.192, -1.719, -1.004], [-3.507, 0.032, -0.842], [-4.256, -1.245, 0.022], [-1.224, 0.321, 1.387], [7.138, -2.766, -0.764], [5.639, -3.062, -1.076], [4.928, -1.708, -1.259], [5.453, -3.789, -2.102], [7.633, -3.676, -0.643], [7.258, -2.048, 0.076], [7.623, -2.189, -1.608], [5.290, -3.730, -0.283], [5.410, -1.135, -2.017], [5.034, -1.157, -0.336], [3.935, -1.978, -1.416], [5.977, -4.563, -2.148], [-3.136, 3.003, 0.255], [-3.864, 2.820, 1.516], [-5.330, 3.417, 1.469], [-4.083, 1.623, 1.790], [-3.604, 2.485, -0.578], [-2.065, 2.897, 0.201], [-3.133, 4.069, 0.015], [-3.375, 3.194, 2.459], [-5.321, 4.359, 0.953], [-5.742, 3.461, 2.444], [-6.011, 2.872, 0.770], [-3.276, 1.173, 1.609], [-2.707, 0.574, -5.364], [-2.321, -0.044, -4.027], [-1.389, 0.846, -3.101], [-3.274, -0.321, -3.330], [-3.048, 1.562, -5.217], [-3.328, -0.009, -5.993], [-1.736, 0.552, -5.818], [-1.839, -1.020, -4.313], [-1.999, 1.621, -2.633], [-0.654, 1.279, -3.799], [-0.761, 0.230, -2.459], [-3.639, -1.194, -3.605], [-0.055, 2.293, 2.804], [0.650, 1.048, 3.213], [0.732, 0.939, 4.664], [0.198, 0.005, 2.740], [0.623, 3.063, 3.120], [-1.035, 2.370, 3.273], [-0.095, 2.335, 1.695], [1.644, 1.096, 2.776], [1.110, 1.878, 5.193], [1.321, 0.145, 5.018], [-0.274, 0.793, 5.144], [0.689, -0.792, 3.034], [1.810, -2.329, 0.831], [2.686, -1.384, 1.401], [0.918, -1.769, 0.569], [1.602, -3.099, 1.511], [2.501, -2.786, 0.078], [3.292, -1.878, 1.856]], "forces_ev_per_a": [[-1.179, -2.034, 3.972], [-1.831, 5.015, -6.229], [3.315, -1.043, -0.494], [1.638, -2.951, 3.716], [-1.800, 0.842, -0.307], [-0.327, 0.839, -0.895], [0.022, -0.352, 0.558], [0.287, 0.345, -0.543], [-0.963, 2.273, 2.772], [-2.539, -8.731, -7.999], [1.746, -2.091, 0.033], [0.526, 8.269, 7.182], [0.003, -1.345, -1.658], [0.161, 0.219, -0.567], [1.024, -0.488, 0.660], [1.055, -0.982, -1.742], [0.472, 0.046, -1.209], [0.108, 0.903, -0.651], [-1.768, -0.007, 1.829], [0.673, 1.039, 1.423], [-0.751, 2.624, -1.081], [2.452, 3.655, 5.192], [1.348, -1.624, 1.737], [-1.660, -2.415, -7.134], [1.190, -1.368, 0.550], [-0.127, -0.932, -0.075], [-0.612, -0.850, 0.501], [-0.479, 1.074, 1.538], [0.061, 0.198, -0.915], [-0.155, 0.215, 0.323], [-1.868, 0.323, -0.741], [0.813, -1.090, 0.066], [0.734, 2.368, -1.619], [-1.750, 7.055, 0.768], [1.033, 0.306, -2.174], [-2.069, -8.715, 1.747], [-0.086, -0.198, 0.028], [0.554, -1.062, 0.528], [-0.530, 0.254, -0.256], [0.290, 1.420, -0.987], [0.051, 1.118, 0.415], [-0.467, 0.126, 0.841], [0.741, -0.454, 0.773], [0.652, -1.600, 0.159], [2.273, -0.033, 0.657], [8.647, 1.724, -5.055], [0.601, -0.578, -3.065], [-10.942, -4.558, 6.858], [-0.549, 1.184, -0.132], [-0.999, -0.713, -0.224], [0.520, 0.718, -1.053], [0.982, 0.726, 0.017], [0.223, -0.194, 0.171], [-0.127, 0.449, 0.574], [-0.569, 0.088, 0.382], [-0.205, 1.202, 0.605], [-0.215, -0.054, -1.132], [4.788, 7.059, 2.707], [-0.941, 2.746, 3.701], [-5.028, -10.305, -4.566], [-0.134, 0.836, 0.162], [-0.068, 0.191, -0.157], [-0.306, 0.185, 0.676], [1.234, 1.164, 0.343], [-0.227, -1.114, -0.858], [1.066, -1.285, 0.271], [0.547, 0.024, -0.722], [-0.486, 0.705, -0.277], [1.641, 0.097, -1.441], [-2.011, 2.677, -0.264], [0.014, -0.624, -0.812], [-0.735, -1.067, 1.174], [-1.773, 0.040, -0.521], [2.788, -1.490, 1.945]]}

[3]
{"formula": "C4H9NO", "method": "wB97M-V/def2-TZVPD", "de_lowest_ev": 1.937, "fmax_ev_per_a": 4.05, "smiles": "C/N=C(\\C)OC", "gap_ev": 10.442, "species": ["C", "N", "C", "C", "O", "C", "H", "H", "H", "H", "H", "H", "H", "H", "H"], "coordinates": [[-0.230, 1.911, 0.069], [0.492, 0.699, -0.185], [-0.192, -0.376, -0.082], [-1.617, -0.475, 0.342], [0.420, -1.560, -0.257], [1.828, -1.497, -0.484], [-0.380, 2.666, -0.738], [-1.235, 1.954, 0.518], [0.276, 2.475, 0.974], [-2.302, 0.064, -0.323], [-1.922, -1.522, 0.451], [-1.685, 0.150, 1.336], [2.062, -0.936, -1.395], [2.143, -2.536, -0.582], [2.342, -1.017, 0.358]], "forces_ev_per_a": [[0.242, 3.144, 2.538], [-1.179, -0.292, -0.333], [0.892, 0.714, -0.039], [-0.460, 1.000, 1.665], [-0.191, -0.060, 0.056], [0.221, -0.105, -0.085], [0.936, -0.829, 0.064], [-0.161, -1.190, -0.350], [-0.233, -0.756, -1.990], [0.259, -0.302, -0.089], [0.027, 0.412, 0.167], [-0.063, -1.684, -1.615], [-0.108, -0.097, 0.178], [-0.004, 0.131, 0.003], [-0.180, -0.087, -0.170]]}

[4]
{"formula": "C18H34As3Cl2N2OsS2", "method": "wB97M-V/def2-TZVPD", "spin_multiplicity": 5, "de_lowest_ev": 0.120, "fmax_ev_per_a": 0.11, "charge": 3, "gap_ev": [7.186, 5.535], "species": ["Os", "C", "As", "C", "C", "C", "C", "C", "As", "C", "C", "C", "As", "C", "C", "H", "H", "H", "H", "H", "H", "H", "H", "H", "H", "H", "H", "H", "H", "H", "H", "H", "H", "H", "H", "H", "H", "H", "H", "H", "H", "H", "Cl", "C", "C", "C", "C", "C", "Cl", "C", "S", "H", "H", "H", "N", "C", "N", "S", "H", "H", "H", "H"], "coordinates": [[-0.964, 0.688, -1.029], [2.471, 0.333, -2.412], [1.521, 0.801, -0.796], [2.198, 2.559, -0.373], [2.433, -0.295, 0.578], [1.681, -1.205, 1.564], [0.977, -2.362, 0.861], [0.695, -0.409, 2.441], [-0.924, 0.341, 1.606], [-2.332, -0.810, 2.278], [-1.164, 1.981, 2.603], [2.722, -1.752, 2.590], [3.988, -3.154, 2.091], [3.239, -4.920, 2.198], [4.973, -2.918, 0.456], [3.539, 0.468, -2.246], [2.145, 0.996, -3.211], [2.256, -0.697, -2.689], [3.277, 2.495, -0.240], [1.734, 2.936, 0.537], [1.975, 3.240, -1.192], [3.007, 0.444, 1.143], [3.152, -0.884, 0.005], [0.144, -2.011, 0.249], [0.577, -3.075, 1.585], [1.654, -2.897, 0.189], [1.206, 0.425, 2.928], [0.315, -1.054, 3.237], [-2.259, -0.881, 3.363], [-2.245, -1.801, 1.837], [-3.298, -0.381, 2.015], [-1.195, 1.766, 3.670], [-2.100, 2.445, 2.297], [-0.346, 2.666, 2.385], [2.202, -2.204, 3.438], [3.330, -0.938, 2.990], [2.599, -4.990, 3.074], [4.054, -5.639, 2.275], [2.668, -5.112, 1.288], [5.460, -1.946, 0.448], [4.287, -3.018, -0.388], [5.723, -3.706, 0.403], [-3.337, 0.825, -1.195], [-3.700, 2.580, -1.197], [-5.025, 2.939, -1.281], [-5.307, 4.301, -1.293], [-4.284, 5.232, -1.225], [-2.961, 4.820, -1.143], [-1.715, 5.999, -1.057], [-2.633, 3.458, -1.129], [-0.949, 2.955, -1.026], [-5.811, 2.199, -1.331], [-6.334, 4.633, -1.355], [-4.503, 6.291, -1.236], [-2.060, -0.780, -4.599], [-2.064, -1.401, -3.439], [-3.082, -2.161, -3.079], [-0.659, -1.267, -2.390], [-2.796, -0.894, -5.284], [-1.273, -0.203, -4.851], [-3.872, -2.330, -3.687], [-3.008, -2.721, -2.245]], "forces_ev_per_a": [[0.075, 0.011, -0.062], [0.005, -0.001, 0.034], [0.016, -0.008, -0.015], [0.001, -0.007, -0.013], [-0.008, 0.031, -0.001], [0.008, -0.024, -0.003], [-0.012, -0.011, -0.005], [0.008, 0.034, 0.009], [-0.042, -0.061, 0.046], [0.025, -0.002, 0.004], [-0.006, -0.020, 0.006], [-0.003, 0.005, -0.001], [-0.009, -0.003, -0.013], [-0.008, 0.018, -0.021], [-0.020, -0.005, 0.002], [-0.002, 0.002, 0.001], [-0.007, -0.003, 0.000], [0.002, -0.001, -0.005], [0.000, -0.006, -0.009], [0.004, -0.003, 0.006], [-0.008, 0.003, 0.004], [0.005, -0.002, -0.009], [-0.019, -0.010, -0.009], [0.011, 0.008, -0.013], [-0.007, 0.005, 0.001], [0.008, -0.002, 0.009], [0.005, 0.007, -0.023], [0.000, 0.014, 0.011], [-0.001, 0.005, -0.001], [0.002, 0.001, 0.001], [0.003, 0.002, -0.010], [0.000, 0.001, -0.001], [-0.003, -0.005, -0.001], [-0.001, 0.000, -0.011], [0.010, -0.015, -0.001], [0.006, -0.008, 0.005], [0.011, 0.005, 0.009], [0.007, 0.007, 0.002], [-0.003, 0.001, 0.004], [-0.002, 0.002, 0.013], [0.005, -0.004, -0.001], [0.005, 0.003, 0.013], [-0.027, 0.054, -0.034], [0.021, -0.097, -0.004], [0.008, 0.034, 0.003], [-0.015, -0.014, -0.004], [0.010, 0.005, 0.005], [0.006, -0.013, -0.002], [-0.002, 0.001, -0.001], [-0.032, 0.031, -0.005], [0.024, 0.096, 0.055], [-0.003, 0.000, 0.000], [-0.001, -0.001, 0.000], [0.000, 0.001, 0.000], [-0.040, 0.055, 0.011], [0.015, -0.004, 0.014], [0.021, -0.028, -0.029], [-0.044, -0.070, 0.033], [-0.004, 0.005, 0.005], [0.008, -0.020, -0.012], [0.007, -0.016, -0.005], [-0.012, 0.018, 0.012]]}

[5]
{"formula": "C10H15NS", "method": "wB97M-V/def2-TZVPD", "de_lowest_ev": 5.112, "fmax_ev_per_a": 1.78, "gap_ev": [6.806, 6.144], "species": ["C", "C", "C", "C", "C", "C", "C", "C", "C", "C", "N", "S", "H", "H", "H", "H", "H", "H", "H", "H", "H", "H", "H", "H", "H", "H", "H"], "coordinates": [[0.590, -1.482, 2.215], [-0.716, -2.669, -1.420], [1.030, -1.219, 0.969], [-1.673, -1.929, -0.802], [-1.894, -0.603, -1.060], [0.508, 0.888, -0.193], [-2.495, -2.487, 0.338], [0.257, 3.261, 0.289], [2.433, 2.369, -0.650], [0.905, 2.225, -0.635], [1.038, -0.012, 0.412], [-2.753, 0.557, -1.687], [0.700, -2.468, 2.627], [0.110, -0.735, 2.821], [-0.575, -3.702, -1.162], [-0.131, -2.270, -2.229], [1.508, -1.983, 0.369], [-1.941, -2.407, 1.274], [-3.431, -1.940, 0.441], [-2.714, -3.535, 0.147], [-0.823, 3.152, 0.285], [0.620, 3.141, 1.309], [0.510, 4.263, -0.055], [2.711, 3.367, -0.979], [2.834, 2.205, 0.348], [2.879, 1.643, -1.324], [0.512, 2.370, -1.648]], "forces_ev_per_a": [[0.017, -0.058, -0.393], [-0.231, 0.095, -0.193], [-0.078, -1.078, 0.969], [0.440, -0.643, 0.336], [-0.832, 1.452, -0.616], [-1.042, -1.088, -0.029], [-0.042, 0.028, 0.088], [-0.027, -0.059, -0.189], [-0.193, -0.010, -0.087], [0.582, 0.676, -0.043], [0.693, 1.334, -0.464], [0.479, -0.532, 0.256], [0.032, -0.198, 0.021], [-0.015, 0.234, 0.078], [0.008, -0.225, 0.108], [0.185, 0.144, -0.122], [-0.003, -0.077, 0.008], [-0.007, 0.021, 0.011], [-0.039, -0.052, 0.040], [-0.010, -0.068, -0.006], [-0.120, 0.019, 0.051], [0.023, -0.004, 0.073], [0.005, 0.058, 0.015], [0.060, 0.122, -0.046], [0.032, -0.014, 0.062], [0.085, -0.051, -0.029], [-0.003, -0.024, 0.102]]}